Below is a molecular structure, C2H11NO2 at a distorted geometry, with properties calculated with ωB97M-V/def2-TZVPD.

Structure (ORCA input):
```
! RIJCOSX wB97M-V def2-TZVPD def2/J DEFGRID3
* xyz 0 1
H 0.62072 0.08387 -0.44650
O 1.63543 0.58350 -0.33856
N -0.54987 -0.43870 -0.77490
H 2.33679 -0.07103 -0.29747
H -0.56411 -0.41952 -1.78523
C -1.62671 0.44517 -0.26839
H -2.44555 -0.15201 0.12751
H -1.25024 1.08744 0.52181
H -2.00904 1.02816 -1.10110
C -0.54201 -1.83263 -0.27582
H -0.83432 -2.54283 -1.04357
H 0.45082 -2.05396 0.11550
H -1.23171 -1.89748 0.56446
O 1.97751 2.47155 1.67185
H 1.74882 1.82882 0.96337
H 2.28346 1.87965 2.36704
*
```

Summary:
frontier orbital gap	10.271	eV
energy relative to the best compared isomer or geometry (same formula, charge and spin)	1.0633	eV
lowest unoccupied orbital energy	0.61	eV
molar mass	81.1	Da

Below is a molecular structure, C25H23F4N3S, with properties calculated with ωB97M-V/def2-TZVPD.

Structure (ORCA input):
```
! RIJCOSX wB97M-V def2-TZVPD def2/J DEFGRID3
* xyz 0 1
C -2.39556 -1.20659 0.39484
C -1.11921 -1.45219 1.15287
C -1.17549 -1.81823 2.49164
C -0.00464 -2.05690 3.18710
C 1.22102 -1.93033 2.56026
C 1.29131 -1.56691 1.22893
C 2.63102 -1.42333 0.55320
C 2.92520 0.02132 0.23464
C 2.65548 0.55502 -0.98347
C 2.90586 1.91415 -1.33513
C 2.57986 2.38026 -2.74638
C 2.14598 1.29781 -3.69813
N 1.16359 1.37125 -4.48753
C 3.44674 2.77198 -0.42061
C 3.83940 4.22308 -0.61857
C 2.80555 5.19138 -1.18254
C 1.60812 5.40302 -0.30118
F 1.04281 4.27082 0.11704
F 1.89790 6.13572 0.77427
F 0.65575 6.08471 -0.99271
C 3.73602 2.23566 0.86663
N 4.26542 2.90971 1.88859
S 4.40226 1.92515 3.12785
N 3.81031 0.56260 2.46334
C 3.48418 0.88045 1.22192
C 0.11423 -1.32100 0.53924
H -2.31811 -0.35017 -0.26700
H -3.17619 -0.98382 1.11783
H -2.70517 -2.10243 -0.13674
H -2.13367 -1.90659 2.97767
H -0.06193 -2.34970 4.22327
H 2.11127 -2.11458 3.14123
H 3.42122 -1.82301 1.18083
H 2.67568 -1.97524 -0.38232
H 2.23506 -0.12423 -1.70406
H 3.45358 2.88137 -3.16154
H 1.73717 3.05961 -2.68350
H 2.72851 0.38175 -3.70476
H 0.69419 2.27280 -4.37693
H 4.13584 4.60005 0.35482
H 4.73785 4.24842 -1.23258
H 3.28324 6.16417 -1.26512
H 2.45945 4.95549 -2.17589
H 0.13066 -1.01418 -0.49724
F -3.59163 -5.06423 -0.28600
C -4.85319 -4.66574 -0.03604
C -5.21746 -4.35820 1.26015
C -6.51638 -3.94229 1.51222
C -7.43286 -3.84576 0.47413
C -7.04712 -4.16213 -0.82088
C -5.74796 -4.57203 -1.08334
H -4.49066 -4.44442 2.05735
H -6.81263 -3.69279 2.52215
H -8.44590 -3.52366 0.67477
H -7.75949 -4.09039 -1.63161
H -5.42648 -4.81664 -2.08701
*
```

Summary:
frontier orbital gap	8.122	eV
lowest unoccupied orbital energy	-0.57	eV
molar mass	473.5	Da

Below is a molecular structure, C21H32BF9N4O3P2RbS at a distorted geometry, with properties calculated with ωB97M-V/def2-TZVPD.

Structure (ORCA input):
```
! RIJCOSX wB97M-V def2-TZVPD def2/J DEFGRID3
* xyz -1 1
Rb 0.08214 -1.31092 0.14021
C 3.90994 -0.34442 2.70361
C 3.48464 -1.66312 2.13311
C 2.61054 -2.48192 2.83991
C 2.20194 -3.69572 2.31821
C 2.66944 -4.11312 1.08221
C 3.53304 -3.30252 0.36631
C 3.93644 -2.08412 0.88931
H 3.10644 0.37498 2.55561
H 4.80694 0.02488 2.21151
H 4.09994 -0.42432 3.77291
H 2.26384 -2.16632 3.81641
H 1.52624 -4.33182 2.87461
H 2.35464 -5.06652 0.68541
H 3.90554 -3.62522 -0.59609
H 4.62294 -1.46192 0.33151
C -0.60836 4.04488 2.87111
N 0.24024 2.93298 2.53071
C 1.61014 3.31048 2.28681
P -0.35246 1.57838 1.72421
O 0.61434 0.48978 1.80211
O -0.64476 2.14808 0.22481
P -0.00166 1.75128 -1.21289
O 0.88474 0.59628 -1.25939
N -1.25986 1.70878 -2.29749
C -1.49986 0.51348 -3.08459
C -2.44236 2.51918 -2.08749
N 0.89494 3.16008 -1.47479
C 1.76504 3.12808 -2.62699
C 0.52664 4.49678 -1.09259
N -1.82976 1.33398 2.41541
C -1.99486 0.14498 3.22771
C -3.07556 1.89888 1.93851
H -0.22826 4.51608 3.78161
H -1.61156 3.68068 3.06111
H -0.63936 4.80848 2.08221
H 2.06084 3.64808 3.22281
H 1.69174 4.11308 1.54601
H 2.15034 2.44358 1.92121
H -0.61656 -0.11962 -3.05359
H -1.70006 0.79878 -4.12129
H -2.35246 -0.05132 -2.70699
H -2.20166 3.33358 -1.40609
H -3.25306 1.92418 -1.65769
H -2.77696 2.93748 -3.04429
H 1.88414 2.09548 -2.94319
H 2.74694 3.53968 -2.36849
H 1.34704 3.71738 -3.45319
H -0.22046 4.46958 -0.30419
H 0.12904 5.06588 -1.94339
H 1.41584 5.02328 -0.72119
H -1.03416 -0.35562 3.32661
H -2.70786 -0.54492 2.77321
H -2.36266 0.42648 4.21931
H -2.87986 2.63668 1.16431
H -3.61046 2.37138 2.77051
H -3.71536 1.11798 1.52081
F -0.65946 -4.58872 -5.64009
C -0.63086 -4.67422 -4.28759
C 0.02984 -3.71552 -3.52599
F 0.63294 -2.66182 -4.12839
C 0.09564 -3.84572 -2.15899
F 0.84424 -2.92592 -1.48179
C -0.53126 -4.88602 -1.43399
S -0.44456 -5.01962 0.23851
C -1.20686 -5.83212 -2.24999
F -1.82246 -6.88372 -1.67199
C -1.24726 -5.73602 -3.62349
F -1.88506 -6.68322 -4.34819
F -3.10996 -1.82942 -1.23269
B -3.35146 -0.86402 -0.27909
F -3.77196 -1.42212 0.90831
F -4.27766 0.05658 -0.73439
F -2.12006 -0.16912 -0.02649
*
```

Summary:
frontier orbital gap	5.714	eV
energy relative to the best compared isomer or geometry (same formula, charge and spin)	1.7875	eV
lowest unoccupied orbital energy	1.90	eV
molar mass	749.8	Da

Below is a molecular structure, C36H35Cl2N7O2PrSSi at a distorted geometry, with properties calculated with ωB97M-V/def2-TZVPD.

Structure (ORCA input):
```
! RIJCOSX wB97M-V def2-TZVPD def2/J DEFGRID3
* xyz 1 3
Pr 0.08214 0.19196 -0.21529
O -1.50579 -0.97273 1.43000
C -1.00953 -1.81353 0.66434
O -1.13017 -1.73261 -0.60335
C 0.15130 -2.64726 1.16515
C 0.09364 -3.84406 1.88894
C 1.28396 -4.42839 2.21834
C 2.50692 -3.83014 1.82830
C 3.77410 -4.40620 2.10766
C 4.91433 -3.79436 1.67985
C 4.85047 -2.57736 0.94996
C 3.65159 -1.99312 0.67420
C 2.45897 -2.61368 1.11147
N 1.25834 -2.03440 0.81736
H -0.86100 -4.28409 2.15691
H 1.30236 -5.36376 2.77289
H 3.81681 -5.34073 2.65936
H 5.88003 -4.24153 1.89004
H 5.76215 -2.10837 0.59783
H 3.59500 -1.07191 0.10239
C 1.58813 0.05815 5.97571
C 1.11351 1.17836 5.12550
N 1.02960 2.41915 5.47474
N 0.54059 3.03136 4.34553
C 0.33982 2.22601 3.30889
S -0.27224 2.61125 1.78751
N 0.70217 1.03128 3.81285
N 0.69360 -0.11616 3.02986
H 1.74290 0.42982 6.98465
H 2.53450 -0.34853 5.60944
H 0.85183 -0.74680 6.00494
H 0.38759 4.02504 4.33851
H 1.31271 -0.80102 3.43856
H -0.24261 -0.48554 2.98396
Cl 1.39452 -2.33202 -2.20878
C 0.32252 -1.89190 -3.52776
Cl -0.10325 -0.15938 -3.42253
H -0.58277 -2.47218 -3.44629
H 0.83002 -2.04908 -4.46574
C 1.73809 4.96603 -4.14196
C 3.03870 4.64203 -3.76413
C 3.26986 3.63094 -2.83629
C 2.21023 2.91530 -2.25768
C 0.91410 3.26061 -2.66189
C 0.67138 4.27223 -3.58924
Si 2.51622 1.55956 -0.96169
C 3.02593 2.44290 0.63899
C 3.18554 1.66840 1.79999
C 3.47539 2.23995 3.03315
C 3.59939 3.62207 3.13825
C 3.44409 4.41249 2.00401
C 3.15872 3.82856 0.76880
C 4.14414 0.76985 -1.53789
C 5.37245 1.06365 -0.92726
C 6.56363 0.48749 -1.37222
C 6.55163 -0.40034 -2.44194
C 5.34617 -0.70101 -3.06914
C 4.16366 -0.12282 -2.61668
H 1.55953 5.75549 -4.86629
H 3.87521 5.17969 -4.19674
H 4.29553 3.38708 -2.56262
H 0.05943 2.74104 -2.24441
H -0.34510 4.51835 -3.87773
H 3.08547 0.58801 1.73907
H 3.61493 1.61558 3.91109
H 3.82800 4.07680 4.09650
H 3.54530 5.49007 2.07936
H 3.03039 4.46773 -0.10174
H 5.40305 1.75278 -0.08708
H 7.50245 0.73966 -0.88663
H 7.47674 -0.84828 -2.79161
H 5.32995 -1.38604 -3.91144
H 3.23535 -0.36052 -3.12992
C -4.66702 1.95808 -3.47790
N -3.64908 2.02831 -2.42529
C -3.28424 3.15764 -1.71677
C -2.27917 2.77165 -0.89739
N -2.01486 1.41846 -1.09204
C -2.85947 1.02376 -2.02780
H -5.51848 2.56974 -3.19610
H -4.99511 0.92842 -3.58280
H -4.26631 2.30897 -4.42468
H -3.77514 4.11082 -1.85528
H -1.74822 3.36755 -0.17480
H -2.95481 0.01906 -2.40464
*
```

Summary:
frontier orbital gap (spin up / spin down)	6.634 / 6.570	eV
lowest unoccupied orbital energy (spin up / spin down)	-2.79 / -2.78	eV
molar mass	869.7	Da

Below is 3 unconnected molecules or ions with the total composition C15H21Br4N2P at a distorted geometry, with properties calculated with ωB97M-V/def2-TZVPD.

Structure (ORCA input):
```
! RIJCOSX wB97M-V def2-TZVPD def2/J DEFGRID3
* xyz 0 1
C -1.01330 -4.09439 -0.18146
C -2.16305 -3.58161 -1.07349
P -2.63438 -1.80508 -0.76693
C -3.05723 -1.13547 -2.44022
C -1.19299 -0.88105 -0.12321
C 0.17269 -1.12094 -0.47332
C 1.17727 -0.40676 0.09427
C 0.91917 0.62462 1.03851
N 1.99393 1.27621 1.57837
C 1.63551 2.17547 2.44493
C 0.29382 2.49741 2.77991
N -0.76116 1.92571 2.26306
C -0.41657 0.91055 1.36020
C -1.44957 0.12242 0.76946
H -0.08335 -4.10206 -0.75387
H -1.19499 -5.09404 0.21509
H -0.84229 -3.44134 0.67887
H -3.05686 -4.17103 -0.85445
H -1.95939 -3.73558 -2.13907
H -4.10380 -1.39204 -2.62605
H -2.46449 -1.58205 -3.24451
H -3.00085 -0.04538 -2.44654
H 0.42074 -1.88754 -1.19907
H 2.21453 -0.61108 -0.15717
H 2.42780 2.72219 2.95448
H 0.12230 3.27777 3.51751
H -2.47898 0.31773 1.04640
Br -5.33887 4.38773 0.22746
C -3.58851 5.22372 0.06469
C -2.66262 4.40475 -0.79458
Br -1.98428 2.84200 0.17026
H -3.21239 5.36548 1.07311
H -3.77790 6.19404 -0.39005
H -1.77927 4.98319 -1.05942
H -3.14039 4.04294 -1.70033
Br 5.09756 -0.02532 -1.21055
C 6.04308 -1.07412 0.12742
C 5.75421 -2.54433 -0.01776
Br 3.99070 -2.99373 0.66746
H 5.75561 -0.68107 1.09748
H 7.09859 -0.87537 -0.04647
H 6.45123 -3.13011 0.57794
H 5.78873 -2.88243 -1.04834
*
```

Summary:
frontier orbital gap	7.686	eV
SMILES string	CCP(C)c1ccc2nccnc2c1.BrCCBr.BrCCBr
lowest unoccupied orbital energy	-0.14	eV
molar mass	579.9	Da

Below is a gas-phase ion, C3H7OS (charge -1) at a distorted geometry, with properties calculated with ωB97M-V/def2-TZVPD.

Structure (ORCA input):
```
! RIJCOSX wB97M-V def2-TZVPD def2/J DEFGRID3
* xyz -1 1
O -0.88071 -0.19860 1.94272
C -0.95756 -0.96817 0.87329
C -0.10889 -0.40749 -0.47364
C 0.26250 1.04319 -0.26328
S 2.02698 1.38542 0.04421
H -1.95779 -1.16729 0.43105
H -0.47026 -1.98056 1.03611
H 0.76377 -1.00383 -0.73934
H -0.86431 -0.55747 -1.24984
H -0.28038 1.35872 0.63780
H -0.03915 1.63736 -1.13170
H 2.50580 0.85872 -1.10738
*
```

Summary:
frontier orbital gap	6.004	eV
energy relative to the best compared isomer or geometry (same formula, charge and spin)	1.8399	eV
SMILES string	[O-]CCCS
lowest unoccupied orbital energy	3.51	eV
molar mass	91.2	Da

Below is 2 unconnected molecules or ions with the total composition C9H18N3S at a distorted geometry, with properties calculated with ωB97M-V/def2-TZVPD.

Structure (ORCA input):
```
! RIJCOSX wB97M-V def2-TZVPD def2/J DEFGRID3
* xyz 1 1
C 2.83427 1.75419 -0.59812
C 2.24127 1.34232 0.49263
C -1.47243 -1.83546 -0.19953
C 0.47541 -0.85059 4.10934
C -0.37396 0.35975 -3.49369
C -2.64878 0.44735 -2.16110
C 0.21867 0.12116 2.93530
C 0.94179 -0.47463 1.62517
C -1.24612 -0.20914 -2.31427
N 0.41352 0.45924 -0.61634
N -0.48706 -0.24309 -1.09214
N 1.11334 0.41426 0.44345
S -0.81575 -3.20649 -0.51112
H 3.62800 2.49361 -0.69000
H 2.37769 1.46565 -1.54588
H 2.58606 1.48472 1.58625
H -2.44335 -1.42238 -0.00963
H -0.09096 -1.76561 3.96259
H 1.62840 -1.14773 4.20793
H 0.21312 -0.49957 5.08307
H 0.53972 0.60248 -3.14670
H -0.27774 -0.44394 -4.22431
H -0.78087 1.24081 -4.02314
H -3.20866 0.63508 -1.26760
H -3.45116 -0.08875 -2.70276
H -2.58434 1.43175 -2.57169
H 0.58720 1.18454 3.25829
H -0.87149 0.34133 2.76317
H 1.88844 -0.90077 1.90108
H 0.36458 -1.39073 1.35331
H -1.29881 -1.29934 -2.55357
*
```

Summary:
frontier orbital gap	7.671	eV
energy relative to the best compared isomer or geometry (same formula, charge and spin)	5.8784	eV
lowest unoccupied orbital energy	-5.04	eV
molar mass	200.3	Da

Below is 2 unconnected molecules or ions with the total composition C6H13NO2S at a distorted geometry, with properties calculated with ωB97M-V/def2-TZVPD.

Structure (ORCA input):
```
! RIJCOSX wB97M-V def2-TZVPD def2/J DEFGRID3
* xyz 0 1
C 2.37079 -0.42899 -2.00315
C 1.18861 -0.88530 -1.16411
N 0.68403 -0.28394 -0.15296
C 1.05454 0.98075 0.49055
C 1.29777 0.42124 1.82363
H 3.23464 -0.83848 -1.52945
H 2.09400 -0.82549 -2.95038
H 2.32633 0.60874 -1.97538
H 0.82276 -1.91052 -1.48686
H 2.09132 1.37810 0.05674
H 0.07621 1.64117 0.31706
H 1.58828 1.31425 2.52970
H 0.49186 -0.17160 2.33008
H 2.23293 -0.22829 1.70056
O -1.41970 -1.35845 1.04086
C -2.21620 -0.36676 0.56824
O -3.10075 0.12759 1.42491
C -2.15123 0.06072 -0.71202
S -3.21160 1.32496 -1.46346
H -0.48795 -1.05853 0.86516
H -3.30121 -0.61010 2.03534
H -1.69598 -0.53064 -1.48366
H -3.96946 1.63957 -0.26140
*
```

Summary:
frontier orbital gap	8.119	eV
energy relative to the best compared isomer or geometry (same formula, charge and spin)	3.0090	eV
SMILES string	C/C=N\CC.OC(O)=CS
lowest unoccupied orbital energy	0.72	eV
molar mass	163.2	Da